# 1
C4H10O2 | wB97M-V/def2-TZVPD

Each line ends with the natural charge from an NBO analysis.
Element x y z (Å)
C: 0.6594 0.1152 -2.2674  -0.61
C: -0.2606 -0.4795 -1.1952  -0.40
C: 0.2188 -0.0610 0.2053  -0.01
O: 0.1976 1.3157 0.4017  -0.74
C: -0.7287 -0.3139 1.3052  0.08
O: 0.0325 1.1037 2.8466  -0.91
H: 0.2790 -0.0975 -3.2751  0.21
H: 0.7249 1.2024 -2.1397  0.23
H: 1.6749 -0.2992 -2.1911  0.20
H: -1.2857 -0.1051 -1.3359  0.20
H: -0.2914 -1.5780 -1.2696  0.20
H: 1.2055 -0.5283 0.4041  0.16
H: 0.3121 1.4342 1.8999  0.51
H: -0.5478 -0.9658 2.1574  0.21
H: -1.7417 0.0590 1.1628  0.20
H: -0.7728 1.6153 3.0302  0.47

The value obtained for the energy above the lowest of the compared OMol25 structures with the same formula, charge and spin is 375.66 kJ/mol. The value obtained for the electronic energy is -308.75508 a.u. The largest force on an atom comes out at 0.01109 Eh/bohr. The calculation puts the HOMO energy (spin up / spin down) at -9.17 / -9.17 eV. Its lowest unoccupied orbital energy (spin up / spin down) is -0.028 / -0.028 Eh.



# 2
C27H28DyN2O4P2S | wB97M-V/def2-TZVPD

Each line ends with the Löwdin charge.
Element x y z (Å)
C: 2.1897 -1.5956 -2.3965  -0.05
C: 1.0924 -0.8076 -2.0716  -0.22
C: -0.0180 -1.4552 -1.4742  -0.20
C: -0.1242 -2.8490 -1.4400  -0.16
C: 1.0125 -3.6057 -1.7086  -0.02
C: 2.1603 -2.9801 -2.1928  -0.06
C: -1.4749 -3.5168 -1.2879  -0.09
C: -2.5749 -2.5134 -1.0470  -0.17
C: -2.3350 -1.1347 -1.0352  -0.21
C: -3.3919 -0.1948 -1.2058  -0.22
C: -4.6914 -0.6855 -1.2012  -0.05
C: -4.9416 -2.0539 -1.0474  -0.06
C: -3.8881 -2.9612 -0.9586  -0.02
H: 3.0588 -1.1095 -2.8465  0.12
H: 0.9677 -4.6896 -1.5770  0.13
H: 3.0204 -3.5882 -2.4764  0.11
H: -1.7371 -3.9116 -2.2935  0.15
H: -5.5061 0.0217 -1.3620  0.12
H: -5.9666 -2.4255 -1.0782  0.11
H: -4.0606 -4.0388 -0.9053  0.13
N: -1.0089 -0.6609 -0.8461  -0.21
Dy: -0.7276 0.4366 0.7959  1.33
C: 1.0496 0.6807 -2.3701  -0.28
H: 0.1534 0.9256 -2.9653  0.09
H: 1.9340 0.9696 -2.9552  0.10
C: -3.1152 1.2922 -1.4138  -0.29
H: -2.2967 1.4779 -2.1293  0.08
H: -4.0099 1.7882 -1.8100  0.10
P: 1.0050 1.8189 -0.8957  0.83
P: -2.6858 2.2771 0.1372  0.79
C: -4.2882 2.3299 0.9971  -0.25
H: -4.0675 2.4302 2.0687  0.05
H: -4.8622 3.2081 0.6746  0.05
H: -4.8823 1.4197 0.8502  0.05
C: -2.5457 3.9861 -0.4857  -0.26
H: -3.5178 4.4944 -0.4095  0.05
H: -1.8200 4.5312 0.1365  0.05
H: -2.1951 3.9982 -1.5272  0.05
C: 2.7897 1.8513 -0.4857  -0.24
H: 2.9133 2.2821 0.5172  0.05
H: 3.2297 0.8446 -0.4912  0.03
H: 3.3157 2.4908 -1.2065  0.05
C: 0.8618 3.4337 -1.7308  -0.27
H: 0.5823 4.1828 -0.9803  0.04
H: 1.8218 3.7202 -2.1774  0.05
H: 0.0899 3.4154 -2.5087  0.04
C: -0.9120 -2.8969 1.6017  0.16
O: -1.2875 -1.8259 1.7856  -0.04
H: -1.4836 -4.3597 -0.7110  0.09
O: 3.3754 -1.3081 0.2301  -0.27
S: 2.5492 -1.5866 1.3837  0.69
O: 1.9780 -2.9027 1.5519  -0.29
N: 1.2969 -0.4817 1.4828  -0.20
C: 1.4153 0.4054 2.5077  -0.51
O: 0.5099 1.3105 2.6054  -0.15
C: 2.6142 0.1977 3.3068  -0.14
C: 3.1614 1.0273 4.2987  0.02
C: 4.4410 0.7291 4.7687  -0.04
C: 5.1594 -0.3710 4.2627  -0.03
C: 4.5946 -1.1862 3.2742  -0.02
C: 3.3126 -0.8955 2.8212  -0.20
H: 2.5753 1.8783 4.6479  0.13
H: 4.9044 1.3648 5.5214  0.12
H: 6.1652 -0.5861 4.6260  0.12
H: 5.1156 -2.0425 2.8510  0.13

The charge is +1. Its expectation value of S² is 9.3369. The spin multiplicity is 6. The value obtained for the electronic energy is -3421.94946 a.u. The largest force on an atom comes out at 0.07682 Eh/bohr. The calculation puts the HOMO energy (spin up / spin down) at -10.18 / -10.25 eV. Its lowest unoccupied orbital energy (spin up / spin down) is -0.112 / -0.107 Eh.



# 3
C20H29Cl8F4IO3 | wB97M-V/def2-TZVPD

Each line ends with the natural charge from an NBO analysis.
Element x y z (Å)
C: 4.0846 1.6912 -3.0511  -0.24
C: 3.1418 0.9837 -2.7095  -0.04
C: 1.9685 0.1673 -2.0128  0.24
C: 1.4345 -0.8338 -3.1631  -0.65
C: 2.5117 -0.7583 -0.8309  -0.46
C: 4.0975 -0.8846 -0.7458  -0.45
C: 4.7524 -1.7753 -1.9134  0.04
F: 6.1769 -1.8999 -1.6934  -0.39
O: 1.0020 1.1532 -1.6118  -0.53
C: -0.2526 0.5690 -1.2316  0.08
C: -1.3349 0.7968 -2.3991  -0.08
O: -2.5608 0.0900 -2.1502  -0.56
C: -3.1455 -0.4439 -3.3438  -0.06
C: -2.7058 -1.9942 -3.3978  -0.43
C: -3.3429 -2.7978 -2.1721  -0.48
C: -2.2767 -3.3807 -1.1707  0.25
F: -0.8802 -3.1345 -1.3431  -0.34
C: -2.5846 -4.1857 -0.0652  0.67
F: -3.4327 -3.7726 0.9636  -0.30
F: -2.0815 -5.4815 0.0838  -0.31
C: -0.7740 1.4502 0.0196  -0.52
C: -1.9600 0.7689 0.8120  0.46
O: -3.0910 1.1353 0.5444  -0.52
I: -1.7554 -0.7487 2.3430  0.06
H: 4.7774 2.5580 -3.2350  0.26
H: 2.3572 -1.3893 -3.5297  0.23
H: 0.7448 -1.5646 -2.6482  0.22
H: 0.9641 -0.2866 -4.0307  0.22
H: 2.1070 -1.8185 -1.0112  0.23
H: 2.1494 -0.4550 0.2007  0.24
H: 4.3218 -1.4508 0.2430  0.23
H: 4.6322 0.1150 -0.6242  0.23
H: 4.2801 -2.7956 -2.0258  0.17
H: 4.6639 -1.2638 -2.9308  0.18
H: -0.1923 -0.5166 -0.9189  0.21
H: -1.5500 1.9156 -2.4797  0.18
H: -0.9467 0.4677 -3.4127  0.18
H: -2.8763 0.1047 -4.2947  0.18
H: -4.2878 -0.4554 -3.2934  0.19
H: -3.0489 -2.4579 -4.3728  0.21
H: -1.5647 -1.9672 -3.3601  0.22
H: -4.1057 -2.1375 -1.6370  0.25
H: -3.8903 -3.6873 -2.6184  0.23
H: 0.0626 1.7482 0.7151  0.25
H: -1.1719 2.4145 -0.4324  0.24
Cl: 1.9138 -4.2170 -0.1229  -0.02
C: 3.3212 -5.0210 0.5775  -0.40
Cl: 4.7204 -3.9519 0.5472  -0.01
H: 3.1011 -5.2922 1.6076  0.22
H: 3.5452 -5.9161 0.0014  0.22
Cl: -0.8555 2.9227 2.9022  -0.02
C: -2.0206 3.3431 4.1610  -0.39
Cl: -1.4444 2.8498 5.7587  -0.04
H: -2.1710 4.4196 4.1566  0.23
H: -2.9616 2.8378 3.9532  0.23
Cl: -1.1691 5.2038 0.2648  -0.02
C: -1.3290 6.8044 0.9971  -0.39
Cl: -1.5961 6.6931 2.7415  -0.03
H: -0.4162 7.3673 0.8164  0.23
H: -2.1745 7.3165 0.5436  0.22
Cl: -0.6575 3.1642 10.7324  -0.03
C: -1.1156 2.1544 9.3556  -0.40
Cl: 0.2928 1.3495 8.6531  -0.02
H: -1.8221 1.3990 9.6918  0.22
H: -1.5786 2.7815 8.5970  0.22

Its SMILES is C#C[C@@](C)(CCCF)O[C@H](COCCCC(F)=C(F)F)CC(=O)I.ClCCl.ClCCl.ClCCl.ClCCl. The value obtained for the electronic energy is -5383.57499 a.u. The largest force on an atom comes out at 0.07004 Eh/bohr. The calculation puts the HOMO energy at -8.86 eV. Its lowest unoccupied orbital energy is -0.010 Eh.